82
Properties=species:S:1:pos:R:3 method="wB97M-V/def2-TZVPD" gap_ha="0.271 / 0.215" multiplicity=2 e_lumo_ha="-0.1200 / -0.1763" charge=+1 homo_ev="-10.64 / -10.64" max_force_ev_per_a=0.55
Ir -0.080 0.849 0.124
N -1.602 1.459 3.535
C -0.571 0.640 3.458
N -0.342 -0.148 4.514
C 0.789 -0.830 4.521
N 1.023 -1.683 5.520
N 1.755 -0.689 3.585
C 1.399 0.026 2.536
N 0.211 0.632 2.323
C 2.431 0.204 1.532
C 3.670 -0.623 1.623
C 4.802 0.004 0.896
C 4.567 1.051 0.089
C 3.224 1.471 -0.182
N 2.183 1.021 0.507
H -2.043 1.521 4.438
H -1.679 2.213 2.838
H 0.307 -1.853 6.204
H 1.852 -2.251 5.508
H 3.917 -0.832 2.664
H 5.795 -0.399 1.039
H 5.373 1.541 -0.436
H 2.992 2.156 -0.985
C 4.640 -1.380 -2.797
C 4.330 -0.370 -3.911
C 4.966 0.989 -3.590
C 4.959 -0.890 -5.205
C 2.817 -0.180 -4.030
C 2.164 -0.283 -5.266
C 0.797 -0.137 -5.372
C 0.075 0.135 -4.223
S -1.651 0.199 -4.062
C -1.456 0.429 -2.377
N -0.221 0.540 -1.946
C 0.696 0.304 -2.981
C 2.070 0.116 -2.896
C -2.525 0.436 -1.407
C -3.858 0.246 -1.765
C -4.826 0.221 -0.781
C -4.431 0.389 0.540
C -3.096 0.583 0.882
C -2.089 0.604 -0.080
H 5.720 -1.498 -2.693
H 4.213 -2.356 -3.034
H 4.245 -1.068 -1.829
H 6.037 0.878 -3.410
H 4.508 1.442 -2.714
H 4.829 1.681 -4.422
H 6.029 -1.033 -5.051
H 4.840 -0.186 -6.029
H 4.534 -1.850 -5.502
H 2.728 -0.507 -6.159
H 0.299 -0.258 -6.324
H 2.547 0.168 -1.931
H -4.129 0.112 -2.806
H -5.867 0.073 -1.033
H -5.173 0.383 1.328
H -2.868 0.712 1.926
C 0.999 5.281 -2.659
N 0.259 4.764 -1.515
C -0.592 5.552 -0.799
C -1.255 5.065 0.255
C -1.092 3.676 0.624
O -1.711 3.213 1.582
N -0.237 2.895 -0.129
C 0.470 3.436 -1.181
O 1.282 2.794 -1.839
H 0.730 6.325 -2.797
H 0.751 4.717 -3.556
H 2.070 5.200 -2.488
H -0.683 6.575 -1.135
H -1.932 5.664 0.841
N -1.343 -2.696 1.041
C -0.104 -2.285 0.793
O 0.127 -1.301 0.061
C 1.012 -3.006 1.420
C 2.226 -2.468 1.240
N 3.288 -1.977 1.018
C 0.796 -3.988 2.427
N 0.586 -4.745 3.267
H -2.107 -2.136 0.688
H -1.537 -3.497 1.620